# 1
Below is 2 unconnected molecules or ions with the total composition C5H14P2 at a distorted geometry, with properties calculated with ωB97M-V/def2-TZVPD.

Geometry as XYZ:
```
21
Properties=species:S:1:pos:R:3:forces:R:3:nbo_charge:R:1
C -0.041 -0.711 2.291 -0.202 0.332 -0.820 -0.63
C 2.123 0.323 -0.468 -0.247 -1.918 -0.776 -0.98
C 0.112 1.412 -2.098 -1.025 2.133 2.899 -0.87
C -0.250 -1.450 0.959 -1.288 0.713 -0.101 -0.47
C -0.733 -0.385 -0.022 0.414 -3.001 -3.642 -0.68
P -2.583 -0.022 -0.202 0.935 2.062 -0.034 0.34
P 0.412 0.964 -0.249 -0.629 1.807 -1.674 0.81
H -0.741 0.143 2.246 0.463 -0.100 0.287 0.21
H -0.442 -1.324 3.118 1.287 0.266 0.061 0.23
H 1.008 -0.291 2.225 -1.112 -0.615 1.187 0.22
H 2.184 -0.740 -0.118 0.154 1.009 0.434 0.24
H 2.767 1.017 0.106 0.076 -0.701 -0.745 0.25
H 2.351 0.121 -1.567 0.037 1.022 1.278 0.24
H -0.697 2.151 -2.287 0.315 -0.597 0.414 0.23
H -0.017 0.591 -2.710 -0.040 -1.963 -1.157 0.22
H 1.011 1.938 -2.250 1.202 0.604 -0.837 0.22
H 0.610 -1.980 0.556 0.013 0.049 0.280 0.22
H -1.079 -2.137 1.043 -0.025 -0.630 0.157 0.20
H -0.542 -1.272 -1.566 -0.506 1.590 2.883 0.05
H -2.412 1.488 -0.129 -0.168 -1.534 -0.560 -0.01
H -3.040 0.164 1.123 0.345 -0.528 0.467 -0.03
```
Positions in Å, forces in eV/Å.

Output
2S+1 ... 1
HOMO ... -8.082 eV
Gap between HOMO and LUMO ... 8.6 eV
E ... -23985.3812 eV

***

# 2
Below is 2 unconnected molecules or ions with the total composition C5H14P4, with properties calculated with ωB97M-V/def2-TZVPD.

Geometry as XYZ:
```
23
Properties=species:S:1:pos:R:3:forces:R:3:nbo_charge:R:1
C -2.085 -0.664 -0.584 -0.246 0.051 0.145 -0.45
C -0.639 -1.051 -0.646 -0.019 0.035 -0.031 -0.17
C -1.849 1.845 -0.415 -0.060 -0.129 0.245 -0.61
C -2.343 0.576 0.270 -0.062 -0.001 -0.225 -0.39
C -0.195 -2.122 -1.275 0.342 -0.031 -0.054 -0.40
P 3.323 1.826 0.738 0.424 0.374 0.724 0.04
P 1.476 -1.159 2.372 0.309 0.244 -0.443 0.00
P 3.081 -0.111 -0.212 -0.456 -0.441 -0.572 -0.04
P 3.296 -1.413 1.514 -0.363 -0.252 0.524 0.04
H -2.455 -0.482 -1.597 -0.051 -0.010 0.005 0.21
H 0.062 -0.406 -0.124 0.067 0.010 -0.025 0.19
H -2.344 1.970 -1.375 -0.036 0.059 -0.144 0.20
H -0.777 1.798 -0.589 0.146 0.064 -0.065 0.20
H -2.062 2.719 0.197 0.043 0.135 0.006 0.21
H -3.416 0.666 0.453 0.020 -0.017 0.088 0.20
H -1.850 0.459 1.238 -0.050 -0.017 0.057 0.20
H -0.852 -2.783 -1.813 -0.243 -0.156 -0.090 0.19
H 0.853 -2.374 -1.294 0.190 0.003 0.033 0.20
H 1.952 1.991 0.945 -0.429 0.057 0.104 -0.01
H 3.273 2.504 -0.479 0.003 0.291 -0.435 -0.01
H 1.766 -2.064 3.401 0.095 -0.241 0.330 -0.02
H -2.651 -1.511 -0.191 -0.062 0.009 -0.007 0.22
H 4.434 -0.212 -0.535 0.437 -0.036 -0.169 0.00
```
Positions in Å, forces in eV/Å.

Output
2S+1 ... 1
HOMO ... -8.543 eV
Gap between HOMO and LUMO ... 7.5 eV
E ... -42564.9921 eV

***

- Which value of gap between HOMO and LUMO does entry 2 give?
  7.5 eV

***

- Which of these has the highest gap between HOMO and LUMO?
  C5H14P2